No. 1
25
Properties=species:S:1:pos:R:3:forces:R:3 method="wB97M-V/def2-TZVPD" smiles=C[C@@]1(O)C2(CCCC2)[C@]1(O)C#N e_above_lowest_kj_mol=292.0 lumo_ev=0.6 spin_multiplicity=1 gap_ev=10.39
C -0.24298 -0.01729 -2.39069 2.8 2.3 1.0
C -0.53332 0.66073 -1.06470 0.2 0.7 0.3
O -1.85266 1.10425 -0.99054 -0.5 1.5 0.9
C 0.14322 0.13287 0.16729 0.6 1.5 0.4
C 1.07948 -1.03779 0.10012 -0.1 -1.8 -0.4
C 0.32995 -2.09823 0.96990 -0.4 -0.5 1.5
C -0.86810 -1.40941 1.69021 -1.3 1.3 -2.2
C -0.54908 0.09160 1.49444 0.2 0.2 1.8
C 0.59557 1.50460 -0.35825 -0.6 -0.4 -1.7
O 1.80778 1.60711 -1.08032 0.1 -0.9 1.5
C 0.25992 2.75984 0.28566 0.6 -3.8 -1.5
N -0.06242 3.73859 0.72947 -1.1 3.3 1.6
H -0.57848 -1.01670 -2.31258 0.4 -1.3 -0.2
H 0.86624 0.27469 -2.64229 -1.9 -1.6 0.4
H -0.78781 0.45660 -3.14225 -1.2 0.9 -1.2
H -1.94789 2.02455 -0.59639 0.5 -1.7 -0.7
H 2.10392 -0.93840 0.50580 -0.5 0.6 -0.2
H 1.16097 -1.42280 -0.94904 0.2 0.4 1.0
H 0.94262 -2.61059 1.78371 -0.4 0.7 -1.3
H -0.13693 -2.85206 0.37492 0.3 -0.8 -0.6
H -1.92223 -1.57463 1.27079 1.6 -0.1 -0.2
H -0.99804 -1.78053 2.65749 0.2 0.0 1.9
H -1.32930 0.83460 1.65335 -0.6 -0.4 -0.6
H 0.13270 0.43777 2.29725 0.3 -0.4 -0.4
H 2.38687 1.13064 -0.45334 0.5 0.4 -0.9

No. 2
10
Properties=species:S:1:pos:R:3:forces:R:3 method="wB97M-V/def2-TZVPD" s_squared=0.76 e_above_lowest_kj_mol=328.8 lumo_ev="-0.6 / -0.8" spin_multiplicity=2 gap_ev="4.79 / 7.60"
H -0.84813 -1.38888 0.52186 0.0 0.0 0.3
C -0.44558 -0.65196 -0.19464 0.8 1.1 0.6
O -0.84284 -0.71283 -1.35824 0.0 0.0 -0.4
C 0.51088 0.34220 0.31116 -1.1 -0.9 -2.0
C 0.93364 0.42819 1.58067 1.0 2.1 0.6
H 0.85580 1.07944 -0.41910 0.1 -0.4 0.3
H 1.67480 1.03830 2.09682 -0.3 -0.3 -0.5
H 0.50592 -1.45428 2.13722 -0.2 -0.5 -0.4
H 0.74577 -0.47675 3.36139 -0.7 0.1 -1.1
O 0.33262 -0.52297 2.44906 0.4 -1.2 2.7

No. 3
93
Properties=species:S:1:pos:R:3:forces:R:3 method="wB97M-V/def2-TZVPD" total_charge=+2 s_squared=6.05 lumo_ev="-4.7 / -7.8" spin_multiplicity=5 gap_ev="7.80 / 4.95"
Os -0.42561 0.47133 0.92185 -0.2 0.2 -0.4
C 1.20633 -6.11016 1.82661 0.0 0.0 0.0
C 0.78655 -4.69994 2.10606 0.0 0.0 0.0
C 1.41459 -3.94635 3.10379 0.0 0.0 0.0
C 1.06380 -2.63577 3.32590 0.1 0.0 0.0
C 0.06196 -2.01221 2.56096 0.0 0.0 0.0
N -0.23402 -0.67594 2.70671 0.2 0.2 -0.1
C -0.24322 -0.11332 3.96686 -0.1 -0.1 -0.1
C -0.73123 -0.86094 5.05378 0.0 0.0 0.1
C -0.84195 -0.32194 6.31448 0.0 0.0 -0.1
C -0.48321 1.00477 6.55429 0.0 0.0 0.0
C -0.65735 1.63064 7.90472 0.0 0.0 0.0
C -0.00236 1.75600 5.48369 0.0 0.0 0.0
C 0.13575 1.22266 4.21420 0.1 0.2 0.1
N 0.74539 2.06192 3.23211 0.0 -0.2 -0.1
C 1.62007 3.06473 3.46083 0.0 0.0 0.1
C 1.79176 3.76814 2.29391 0.0 0.0 0.0
C 0.96544 3.13337 1.36942 0.0 0.0 0.0
N 0.34497 2.09867 1.93471 0.1 -0.1 0.1
C -0.58244 -2.77773 1.56836 -0.1 -0.1 0.0
C -0.21414 -4.09116 1.34997 0.0 0.0 0.1
N -1.70539 -2.27311 0.85458 0.1 0.2 0.1
C -2.80273 -2.96222 0.48641 0.0 -0.1 0.0
C -3.58824 -2.13885 -0.28366 0.0 0.0 0.0
C -2.89501 -0.93483 -0.34889 0.1 0.0 0.0
N -1.75037 -1.01505 0.33604 -0.3 -0.2 0.1
H 1.48128 -6.62930 2.74310 0.0 0.0 0.0
H 2.08217 -6.11496 1.17401 0.0 0.0 0.0
H 0.41779 -6.67467 1.33298 0.0 0.0 0.0
H 2.20401 -4.39275 3.69390 0.0 0.0 0.0
H 1.59009 -2.04662 4.06620 0.0 0.0 0.0
H -1.06889 -1.87154 4.86687 0.0 0.0 0.0
H -1.24007 -0.92566 7.11896 0.0 0.0 0.0
H -0.65087 0.88099 8.69306 0.0 0.0 0.0
H -1.61448 2.15443 7.95284 0.0 0.0 0.0
H 0.12694 2.35730 8.11102 0.0 0.0 0.0
H 0.25413 2.79374 5.65031 0.0 0.0 0.0
H 2.04611 3.21043 4.43782 0.0 0.0 0.0
H 2.41951 4.62605 2.13844 0.0 0.0 0.0
H 0.78515 3.34595 0.32887 0.0 0.0 0.0
H -0.71167 -4.65526 0.57173 0.0 0.0 0.0
H -2.94748 -3.97832 0.80974 0.0 0.0 0.0
H -4.53948 -2.37334 -0.72523 0.0 0.0 0.0
H -3.15924 -0.01133 -0.83415 0.0 0.0 0.0
C 0.74632 -0.81302 -5.91014 0.0 0.0 0.0
C 0.66580 0.68792 -5.88580 -0.1 0.0 0.0
C 0.54617 1.42014 -7.06081 0.0 0.0 0.0
C 0.46641 2.80481 -7.04974 0.0 0.0 0.0
C 0.53365 3.48866 -5.84627 0.0 0.0 0.0
C 0.67373 2.78363 -4.65990 0.1 0.1 -0.1
C 0.71536 1.39544 -4.68208 -0.1 -0.2 0.0
N 0.87083 0.64181 -3.47972 0.1 0.0 0.1
C 0.19284 0.78786 -2.31187 -0.4 0.1 -0.3
N -0.89576 1.59244 -2.39642 0.0 -0.1 0.1
C -1.76352 2.09608 -1.40840 0.0 0.0 -0.1
C -1.58838 1.86103 -0.04744 -0.2 0.0 0.3
C -2.49265 2.46245 0.84236 0.0 0.1 0.0
C -3.56400 3.21653 0.39829 0.1 0.0 -0.1
C -3.72717 3.41072 -0.96597 0.0 0.0 0.0
C -2.83692 2.87238 -1.88286 0.0 0.0 0.0
C -3.02737 3.11843 -3.35649 0.0 0.0 0.0
N 0.53861 0.14231 -1.22165 0.4 0.0 0.2
C 1.73752 -0.63975 -1.34017 -0.3 -0.1 -0.1
C 2.97799 -0.00643 -1.32671 0.1 0.2 0.1
C 4.15008 -0.73476 -1.38585 0.1 -0.2 0.0
C 4.08700 -2.12329 -1.45817 0.0 0.1 0.0
C 2.85451 -2.75078 -1.50921 0.0 0.0 0.0
C 1.65997 -2.02884 -1.47539 0.0 0.0 0.0
C 0.35176 -2.74545 -1.67343 0.0 0.0 -0.1
H 0.61800 -1.18676 -6.92342 0.0 0.0 0.0
H -0.02365 -1.26753 -5.28333 0.0 0.0 0.0
H 1.71522 -1.17787 -5.55732 0.0 0.0 0.0
H 0.50730 0.88742 -8.00242 0.0 0.0 0.0
H 0.36444 3.34625 -7.97967 0.0 0.0 0.0
H 0.49923 4.56903 -5.82578 0.0 0.0 0.0
H 0.77703 3.31759 -3.72335 0.0 0.0 0.0
H 1.53273 -0.11905 -3.50605 0.0 0.1 0.0
H -1.08347 1.92031 -3.33235 0.0 0.0 0.0
H -2.36406 2.33138 1.91292 0.0 0.0 0.0
H -4.25535 3.65747 1.10227 0.0 0.0 0.0
H -4.55518 4.00315 -1.33305 0.0 0.0 0.0
H -3.94460 3.67337 -3.53711 0.0 0.0 0.0
H -3.09538 2.18640 -3.92435 0.0 0.0 0.0
H -2.20695 3.70251 -3.78296 0.0 0.0 0.0
H 3.00766 1.07537 -1.25317 0.0 0.0 0.0
H 5.10550 -0.22890 -1.37131 0.0 0.0 0.0
H 4.99465 -2.70932 -1.49569 0.0 0.0 0.0
H 2.80716 -3.82867 -1.60701 0.0 0.0 0.0
H 0.40489 -3.76414 -1.29077 0.0 0.0 0.0
H 0.11214 -2.81684 -2.73751 0.0 0.0 0.0
H -0.47640 -2.22370 -1.20237 0.1 0.0 -0.1
O 3.01012 -0.54957 1.98530 -0.1 0.2 -0.2
C 2.22180 -0.07607 1.33416 0.3 -0.2 0.4

No. 4
27
Properties=species:S:1:pos:R:3:forces:R:3 method="wB97M-V/def2-TZVPD" smiles=Cc1c[nH]c2ccccc12.CC e_above_lowest_kj_mol=196.4 lumo_ev=0.9 spin_multiplicity=1 gap_ev=8.47
C -1.79301 0.81733 -2.19188 -0.6 1.1 0.1
C -0.53639 1.15206 -1.50683 1.1 0.2 1.2
C -0.23965 2.22368 -0.67135 -1.8 -1.0 -2.9
N 0.96006 2.15750 -0.10384 2.8 -0.5 2.2
C 1.40413 0.84498 -0.34030 1.0 -1.5 -1.0
C 2.44835 0.11387 0.24283 -0.8 0.5 -0.1
C 2.78873 -1.18237 -0.22123 -0.2 1.1 0.2
C 2.01141 -1.76779 -1.23402 -0.1 1.1 -0.3
C 0.86159 -1.04450 -1.81306 2.5 -3.4 1.9
C 0.53766 0.19877 -1.33369 0.7 2.2 1.4
H -2.22371 -0.01879 -1.63924 -0.7 0.2 -0.3
H -1.70796 0.58622 -3.22641 0.7 -0.9 -0.9
H -2.40886 1.71771 -2.33340 -0.4 -0.3 1.0
H -0.88525 3.02962 -0.57555 -0.8 1.6 0.3
H 1.52412 2.92714 0.41261 -1.8 -2.2 -1.3
H 2.82746 0.56264 1.15738 0.7 -0.2 -0.2
H 3.69182 -1.63107 0.24748 -1.0 -0.1 -0.5
H 2.33663 -2.79104 -1.55932 -0.8 1.1 0.1
H 0.27194 -1.80068 -2.31140 -0.7 0.9 -0.8
C -1.20166 -0.19192 2.74203 -1.7 2.4 0.9
C -1.76555 -1.38757 1.97108 -1.3 0.4 0.8
H -1.88514 0.75565 2.82444 0.9 -1.6 -0.9
H -0.94485 -0.21557 3.83981 0.0 -1.1 -1.2
H -0.36566 0.05009 2.14560 1.4 1.0 -0.1
H -1.24705 -2.22516 2.37053 0.5 -1.1 -0.2
H -1.63339 -1.33372 0.85737 -0.1 0.2 1.2
H -2.82577 -1.54712 2.25037 0.4 0.0 -0.5